--- i ---
A 6-piece molecular cluster, C2H16NO5 overall. Source: the Open Molecules 2025 dataset; level of theory: ωB97M-V/def2-TZVPD.

## Properties
* multiplicity: 1
* molecular weight: 134.15 g/mol
* net charge: +1
* highest occupied orbital energy: -14.610 eV

Bonds (Å) are listed after each position.
Cartesian coordinates (Å):
1 C -0.1532 0.5142 -2.4831  N3 1.472, H4 1.086, H5 1.083, H6 1.090
2 C -0.1146 -1.8972 -2.4593  N3 1.257, H7 1.086, H8 1.071
3 N -0.5569 -0.8157 -1.9973  C1 1.472, C2 1.257, H9 1.031
4 H 0.9039 0.6944 -2.3139  C1 1.086
5 H -0.7858 1.2879 -2.0652  C1 1.083
6 H -0.3593 0.5039 -3.5531  C1 1.090
7 H 0.7287 -1.9107 -3.1431  C2 1.086
8 H -0.4820 -2.8576 -2.1590  C2 1.071
9 H -1.2468 -0.8134 -1.2307  N3 1.031
10 H 1.5039 -1.8027 0.9319  O12 0.968
11 H 1.7533 -0.4837 0.3608  O12 0.981
12 O 1.0556 -1.1734 0.3481  H10 0.968, H11 0.981
13 H -0.8311 1.6011 2.0766  O15 0.984
14 H -2.1592 1.7698 1.3704  O15 0.966
15 O -1.5114 1.0862 1.5859  H13 0.984, H14 0.966
16 H 1.4814 1.3715 3.0139  O18 0.966
17 H 0.1153 0.8852 3.3737  O18 0.969
18 O 0.5831 1.7018 3.1444  H16 0.966, H17 0.969
19 H -2.4839 -1.6916 1.0221  O21 0.958
20 H -1.5539 -0.4990 0.6189  O21 0.976
21 O -2.0882 -1.2394 0.2756  H19 0.958, H20 0.976
22 H 3.3515 1.3959 0.2400  O24 0.964
23 H 1.9747 2.1281 0.2355  O24 0.963
24 O 2.3966 1.2632 0.2582  H22 0.964, H23 0.963

Löwdin population analysis, charges in e, atoms 1 to 4: atom 1 (C): 0.010, atom 2 (C): 0.154, atom 3 (N): 0.008, atom 4 (H): 0.097

--- ii ---
A 5-piece molecular cluster, C2H16NO5 overall. Source: the Open Molecules 2025 dataset; level of theory: ωB97M-V/def2-TZVPD.

## Properties
* multiplicity: 1
* molecular weight: 134.15 g/mol
* net charge: +1
* highest occupied orbital energy: -14.337 eV

Bonds (Å) are listed after each position.
Cartesian coordinates (Å):
1 C -1.8061 1.8926 0.7741  O2 1.439, C3 1.519, H5 1.086, H6 1.092
2 O -1.9955 1.2980 2.0707  C1 1.439, H7 0.962
3 C -0.3618 1.6015 0.4050  C1 1.519, N4 1.481, H8 1.084, H9 1.089
4 N 0.0434 0.2205 0.7557  C3 1.481, H10 1.015, H11 1.025, H12 1.030
5 H -1.9573 2.9675 0.7458  C1 1.086
6 H -2.4792 1.3270 0.1261  C1 1.092
7 H -2.3924 1.9187 2.6895  O2 0.962
8 H -0.2033 1.7028 -0.6623  C3 1.084
9 H 0.2666 2.2967 0.9599  C3 1.089
10 H -0.3585 -0.0805 1.6382  N4 1.015
11 H 1.0662 0.1941 0.8223  N4 1.025
12 H -0.2158 -0.5171 0.0850  N4 1.030
13 H 3.5134 1.8569 1.8545  O15 0.969
14 H 3.5522 0.8192 2.8817  O15 0.969
15 O 2.9032 1.2616 2.3145  H13 0.969, H14 0.969
16 H 0.2695 -4.7010 -1.5154  O18 0.967
17 H 1.6838 -4.2575 -1.7127  O18 0.965
18 O 0.8052 -3.8962 -1.5410  H16 0.967, H17 0.965
19 H -2.0976 -2.4729 -0.4332  O21 0.966
20 H -0.6804 -2.3929 -0.9548  O21 0.970
21 O -1.3970 -1.8332 -0.6173  H19 0.966, H20 0.970
22 H 1.3099 -0.1246 -3.5400  O24 0.960
23 H -0.0998 0.4223 -3.8825  O24 0.961
24 O 0.6315 0.4967 -3.2640  H22 0.960, H23 0.961

Löwdin population analysis, charges in e, atoms 1 to 4: atom 1 (C): -0.194, atom 2 (O): -0.067, atom 3 (C): -0.126, atom 4 (N): 0.196

The structure with the greatest stability is ii.